--- w ---
C4H9O2S | ωB97M-V with the def2-TZVPD basis set

Geometry as ORCA input:
```
! wB97M-V def2-TZVPD RIJCOSX def2/J DEFGRID3
* xyz -1 1
C -2.03352 -0.62419 1.24333
C -0.22494 -2.06931 -0.27030
S -1.99769 -2.06791 0.16559
H -1.12897 -0.60447 1.84395
H -2.19286 0.28100 0.67912
H -2.87796 -0.70435 1.91942
H 0.30175 -2.66779 0.46551
H 0.16599 -1.05002 -0.28457
H -0.19214 -2.49174 -1.27232
C 1.04062 1.99999 -1.62595
C 1.73612 1.69218 -0.28514
O 0.99251 1.58859 0.71989
O 2.97675 1.57726 -0.35370
H 0.01704 1.63744 -1.62272
H 1.66126 1.53917 -2.40599
H 1.03130 3.06644 -1.85773
*
```

Calculated values
Frontier orbital gap = 0.2606 Eh
E_HOMO = -0.14706 hartree


--- x ---
C4H9O2S | ωB97M-V with the def2-TZVPD basis set

Geometry as ORCA input:
```
! wB97M-V def2-TZVPD RIJCOSX def2/J DEFGRID3
* xyz -1 1
O 1.29948 -1.93648 -1.19149
C 0.18038 -2.02929 -1.71695
O -0.87758 -1.41919 -1.42590
H 0.06168 -2.71377 -2.59709
C 0.83972 1.42031 -0.54595
C 0.85238 1.04066 0.91495
S -0.71446 1.28558 1.78699
C -1.60308 -0.24449 1.32754
H 1.77186 1.09763 -1.01460
H 0.75062 2.49801 -0.66546
H 0.02449 0.94357 -1.08308
H 1.60661 1.61048 1.46112
H 1.13887 0.00845 1.02525
H -1.42416 -0.49331 0.27534
H -1.26266 -1.06213 1.94946
H -2.64414 -0.00602 1.49988
*
```

Calculated values
Frontier orbital gap = 0.2837 Eh
E_HOMO = -0.15951 hartree


Which structure wins on stability? x wins.